# C45H76BrClF3IN4O7

A cluster of 4 separate species, C45H76BrClF3IN4O7 in total in a non-equilibrium geometry (the ωB97M-V functional and the def2-TZVPD basis, OMol25).

XYZ file:
```
138
C45H76BrClF3IN4O7 (the ωB97M-V functional and the def2-TZVPD basis)
I 0.83 -5.64 4.69
Br 2.63 -7.29 -1.84
Cl -4.52 -2.83 -0.48
F 2.27 -5.04 -3.94
F 1.95 -2.89 -3.11
F 0.09 -4.25 -4.07
O 6.08 -7.32 -0.14
O 3.10 7.87 -2.69
O 4.94 -5.63 1.12
O 5.71 4.07 1.91
O -0.97 -5.30 3.84
O -1.83 -7.25 2.73
O -7.07 -4.77 1.89
N 0.83 -4.73 -1.85
N -7.88 -4.31 2.94
N 1.77 8.34 -2.76
N 6.56 4.08 0.79
C 2.53 9.62 -0.66
C -9.28 -4.22 2.41
C 6.90 2.65 0.47
C -0.06 -1.14 -0.83
C -10.11 -3.23 3.27
C -9.86 -6.42 3.61
C 6.91 5.37 -1.34
C 2.55 -7.49 1.98
C -2.06 -3.33 1.08
C -0.48 -5.64 1.14
C 0.28 9.95 -1.55
C -3.80 -5.41 0.48
C 7.23 1.79 1.74
C -9.37 -3.59 0.98
C 1.80 7.07 -4.98
C 4.98 -6.92 0.79
C 1.26 -6.02 -1.13
C -6.13 -5.53 4.35
C 1.31 -4.26 -3.17
C -7.65 -5.23 4.11
C -8.08 -4.54 5.44
C 5.25 6.21 0.24
C 2.30 10.84 -2.84
C 1.74 9.65 -2.02
C 1.97 9.58 -4.98
C -1.14 -6.09 2.59
C 2.46 -0.38 -1.02
C -0.21 -3.83 -1.14
C -8.39 -6.59 3.98
C 0.67 -6.51 0.35
C 1.38 8.37 -4.21
C -0.91 -4.24 0.33
C 0.96 -0.22 -1.73
C -0.16 8.38 -4.35
C 4.76 4.08 -1.02
C 5.87 4.88 -0.29
C 1.20 -7.89 1.12
C 5.76 1.91 -0.29
C 3.95 -8.09 1.37
C -3.60 -3.82 0.82
C 5.21 2.70 -1.47
C -0.77 -2.39 -1.69
C 8.22 2.58 -0.34
C 1.75 10.91 -4.26
C -10.00 -5.60 2.34
H 6.12 0.94 -0.64
H -0.48 8.09 -5.36
H -7.64 -5.04 6.31
H -0.63 7.69 -3.65
H 2.22 8.77 -0.04
H 1.53 9.65 -5.98
H 7.99 2.28 2.36
H -0.47 9.85 -2.32
H 5.70 -7.26 -1.07
H -0.55 -2.15 -2.80
H -10.42 -3.39 0.71
H 2.25 11.71 -4.81
H -4.19 -3.62 1.84
H 0.41 -8.31 1.90
H -10.05 -3.39 4.35
H 4.40 4.64 -1.89
H 1.37 -8.79 0.35
H -5.69 -6.14 3.56
H -8.32 -7.15 4.92
H -1.88 -3.43 2.26
H 3.89 3.96 -0.35
H 2.32 -0.54 0.16
H 3.82 -8.95 0.58
H 0.37 -1.52 0.19
H 4.40 6.04 0.92
H -11.18 -3.30 3.03
H 3.61 9.57 -0.81
H 2.62 -6.34 2.13
H 3.39 10.76 -2.91
H 4.94 1.70 0.40
H -3.09 -5.84 -0.35
H 4.36 2.16 -1.90
H -11.06 -5.47 2.11
H 3.04 -1.33 -1.39
H 1.41 6.17 -4.47
H -7.76 -3.50 5.46
H 0.68 11.17 -4.24
H 3.13 0.56 -1.15
H 2.34 10.53 -0.08
H -3.78 -6.00 1.50
H 5.99 6.81 0.77
H -10.31 -7.41 3.46
H -7.91 -7.21 3.22
H 0.69 0.93 -1.62
H 2.88 6.97 -5.08
H 1.40 7.07 -6.00
H 9.09 2.82 0.30
H -5.55 -4.61 4.45
H 8.38 1.58 -0.74
H -9.80 -2.20 3.09
H 7.18 4.60 -2.08
H 6.50 6.19 -1.94
H 4.86 6.82 -0.58
H -1.93 -2.33 -1.53
H 4.52 -8.58 2.29
H -9.58 -6.19 1.51
H 3.05 9.45 -5.13
H 5.96 2.77 -2.26
H -0.61 9.38 -4.21
H 2.09 11.79 -2.33
H 8.27 3.25 -1.19
H -2.01 -2.19 0.84
H -9.16 -4.58 5.61
H 7.82 5.73 -0.86
H -8.97 -4.24 0.20
H -5.98 -6.11 5.28
H 2.41 -7.96 3.06
H -0.01 9.29 -0.73
H -10.42 -5.96 4.43
H -8.84 -2.63 0.94
H 0.99 -0.53 -2.87
H 6.35 1.60 2.37
H 7.63 0.81 1.46
H 0.20 10.98 -1.18
H -4.91 -5.53 0.07
H -0.98 -0.43 -0.55
```

Highest occupied orbital energy (alpha / beta), eV: -10.15 / -10.70
2S+1: 4
Gap between HOMO and LUMO (alpha / beta), eV: 4.383 / 4.929
Net charge: +1